Record 1
The following is a quantum chemistry calculation of a structure of composition C28H52Br2CsF3IMgN2O4PRb, from the Open Molecules 2025 dataset.

The net charge is -1. As for the highest occupied orbital energy: -2.9 eV. For the LUMO energy, the calculation gives -0.033 Eh.

XYZ file:
```
96
C28H52Br2CsF3IMgN2O4PRb ωB97M-V with the def2-TZVPD basis set
C -5.0515 -0.1460 3.7299
C -3.7348 0.4333 3.1957
C -3.6700 1.6595 2.3101
C -2.3512 2.1432 1.8629
C -1.0303 1.5013 2.2356
C 0.2901 2.0548 1.7725
P 1.2056 2.7990 3.2645
I 2.3972 0.5948 3.7964
C 0.4945 4.5464 2.8917
F 0.9112 5.0516 1.7107
F 1.0225 5.3245 3.8480
F -0.8833 4.6016 3.0282
C -1.0988 0.2451 3.0896
C -2.4722 -0.3330 3.6056
H -5.5129 0.6193 4.3794
H -4.8251 -0.9999 4.3809
H -5.7345 -0.3980 2.9107
H -4.6071 2.1296 2.0122
H -2.3375 3.0111 1.2036
H 0.0447 2.8180 1.0169
H 0.9417 1.2785 1.3598
H 0.5984 2.8135 4.5590
H 2.5079 3.3840 3.1086
H -0.1815 -0.3674 3.4040
H -2.5097 -1.2794 4.2652
Rb -2.0686 1.4248 5.0307
Br 3.9811 -1.6160 4.6736
Mg 4.4070 1.6593 2.0670
N -8.9955 -0.7452 3.3636
C -9.0430 0.5221 3.8788
C -9.7395 1.3090 3.0010
C -10.1343 0.4838 1.9128
C -9.6632 -0.7766 2.1669
H -8.5429 -1.5295 3.7951
H -8.5771 0.7528 4.8224
H -9.9453 2.3595 3.1243
H -10.6996 0.7810 1.0443
H -9.7427 -1.6911 1.6026
C 7.9694 -1.8131 -4.3478
C 8.1726 -1.3876 -2.8972
C 7.9250 -2.5116 -1.9007
C 6.4955 -3.0750 -1.8926
C 5.3837 -2.0492 -1.6124
C 5.4883 -1.3846 -0.2384
H 6.9346 -2.1100 -4.5422
H 8.2054 -0.9866 -5.0192
H 8.6220 -2.6510 -4.6027
H 7.5355 -0.5268 -2.6727
H 9.2037 -1.0451 -2.7719
H 8.1868 -2.1506 -0.8958
H 8.6164 -3.3324 -2.1127
H 6.4466 -3.8648 -1.1426
H 6.2901 -3.5636 -2.8482
H 4.4156 -2.5623 -1.6766
H 5.3762 -1.2797 -2.3828
H 5.4644 -2.1317 0.5526
H 4.6527 -0.7052 -0.0815
H 6.4134 -0.8047 -0.1379
C 11.3438 1.5574 -0.7058
C 12.1608 0.2581 -0.8667
C 12.8102 0.2607 -2.2674
O 11.3193 -0.8012 -0.7778
H 10.5531 1.6332 -1.4577
H 10.8813 1.6098 0.2824
H 11.9881 2.4439 -0.8139
H 13.0035 0.3348 -0.1390
H 12.0594 0.3017 -3.0616
H 13.4186 -0.6345 -2.4183
H 13.4714 1.1324 -2.3934
Br 2.8338 5.9429 5.2034
Cs 6.3242 -3.5272 0.8425
C -14.2261 -0.2494 0.7526
C -13.6951 -0.5986 -0.6345
C -14.1072 -1.9992 -1.1154
O -13.3774 -3.0607 -0.5264
C -13.8358 -3.4600 0.7528
N -12.2392 -0.4295 -0.6410
H -13.6712 -0.7464 1.5483
H -14.1412 0.8236 0.9286
H -15.2805 -0.5183 0.8489
H -14.1245 0.1228 -1.3364
H -13.8954 -2.0619 -2.1866
H -15.1867 -2.1615 -1.0007
H -14.9225 -3.3771 0.8424
H -13.3467 -2.8768 1.5366
H -13.5551 -4.5039 0.8958
H -11.8963 -0.5684 -1.5882
H -11.8424 -1.2107 -0.1236
O 8.1200 1.3210 -8.2535
C 8.9465 1.6170 -7.3801
C 10.5126 0.8392 -7.7692
O 11.3031 1.1472 -6.8760
H 8.7145 1.3050 -6.3447
H 9.1788 2.6916 -7.2597
H 10.7127 1.1849 -8.8012
H 10.2399 -0.2253 -7.8968
```

***

Record 2
The following is a quantum chemistry calculation of an isolated molecule of C5H10N4O2, from the Open Molecules 2025 dataset.

The value obtained for the energy above the lowest of the compared OMol25 structures with the same formula, charge and spin is 0.608 eV. As for the highest occupied orbital energy: -9.5 eV. The SMILES is CCN(N)[C@@H]1NC(=O)NC1=O. For the LUMO energy, the calculation gives 0.031 Eh.

XYZ file:
```
21
C5H10N4O2 ωB97M-V with the def2-TZVPD basis set
C -0.9636 -1.1321 -1.5283
C 0.2824 -0.8625 -0.7022
N 0.1869 0.4726 -0.1326
N 1.5419 1.0274 0.0218
C -0.6181 0.6164 1.1971
N -0.7031 2.0319 1.5037
C 0.1072 2.3670 2.5772
O 0.4139 3.4595 2.9983
N 0.5146 1.1543 3.1707
C 0.1996 0.0804 2.3784
O 0.3868 -1.0804 2.5961
H -1.0866 -0.3867 -2.1821
H -0.8555 -2.0790 -1.9268
H -1.8744 -1.1182 -1.1004
H 0.5225 -1.7519 0.0508
H 1.0760 -0.9873 -1.4450
H 1.7523 1.5704 -0.7442
H 2.2184 0.5244 0.4766
H -1.6025 0.2604 1.0905
H -0.7616 2.7321 0.7536
H 1.1852 1.2777 4.0325
```

***

Record 3
The following is a quantum chemistry calculation of a structure of composition C33H28F2O3P, from the Open Molecules 2025 dataset.

The net charge is +1. As for the highest occupied orbital energy: -10.6 eV. For the LUMO energy, the calculation gives -0.230 Eh.

XYZ file:
```
67
C33H28F2O3P ωB97M-V with the def2-TZVPD basis set
C 4.9325 3.5040 0.6507
C 3.6240 2.7970 0.6431
C 2.4887 3.4320 1.1152
F 2.6302 4.7056 1.5897
C 1.2269 2.8562 1.1374
C 1.0309 1.5717 0.5924
C -0.3229 0.9780 0.4470
C -1.4359 1.9324 0.6150
C -1.4717 3.2076 -0.0137
C -2.6458 3.9422 -0.0329
F -2.6905 5.1289 -0.7176
C -3.8073 3.5249 0.6070
C -5.0601 4.3446 0.5472
C -3.7299 2.3436 1.3452
C -2.5625 1.6006 1.3847
C 2.1840 0.9015 0.1338
C 3.4431 1.4859 0.1861
H 5.7192 2.8026 0.4138
H 4.9642 4.3161 -0.0694
H 5.1226 3.9240 1.6313
H 0.4104 3.4354 1.5609
H -0.4831 0.4150 -0.5040
H -0.6198 3.5934 -0.5489
H -5.9161 3.7018 0.7819
H -5.0562 5.1611 1.2838
H -5.2170 4.7875 -0.4446
H -4.6052 2.0062 1.8915
H -2.5193 0.7064 1.9892
H 2.0913 -0.0972 -0.2898
H 4.2989 0.9242 -0.1722
C 3.1044 -3.1914 3.5641
C 3.1170 -1.8049 3.7126
C 2.0686 -1.0340 3.1982
C 1.1147 -1.6769 2.4193
O 0.4171 -0.8074 1.5676
P -0.5216 -1.4081 0.3393
O -2.0623 -0.9466 0.1237
C -2.9181 -1.5701 -0.8088
C -3.8608 -0.7591 -1.4179
C -4.6771 -1.3054 -2.4269
C -4.5495 -2.6588 -2.7658
C -3.6097 -3.4623 -2.1104
C -2.7763 -2.9140 -1.1190
O -0.0230 -1.2751 -1.3063
C 0.9765 -1.9027 -2.0342
C 1.3235 -1.2878 -3.2403
C 2.4387 -1.7528 -3.9550
C 3.1352 -2.8800 -3.4931
C 2.7265 -3.5278 -2.3273
C 1.6306 -3.0506 -1.5816
C 0.9866 -3.0546 2.3544
C 2.0174 -3.8176 2.9456
H 3.9094 -3.8080 3.9803
H 3.9509 -1.3050 4.1934
H 1.9971 0.0390 3.3589
H -3.9273 0.3005 -1.1504
H -5.4130 -0.6691 -2.9296
H -5.1818 -3.0834 -3.5522
H -3.5266 -4.5229 -2.3506
H -2.0287 -3.5121 -0.6009
H 0.7594 -0.4211 -3.5954
H 2.7608 -1.2433 -4.8641
H 4.0096 -3.2590 -4.0342
H 3.2538 -4.4200 -1.9777
H 1.2906 -3.5268 -0.6619
H 0.1006 -3.5106 1.8964
H 1.9632 -4.9035 2.8963
```

***

Record 4
The following is a quantum chemistry calculation of a structure of composition C26H18Cl2N4O7Ti, from the Open Molecules 2025 dataset.

The value obtained for the energy above the lowest of the compared OMol25 structures with the same formula, charge and spin is 1.480 eV. As for the expectation value of S²: 2.0358. The net charge is -2. As for the highest occupied orbital energy (spin up / spin down): 0.4 / -1.9 eV. The multiplicity is 3. For the LUMO energy (spin up / spin down), the calculation gives 0.164 / 0.164 Eh.

XYZ file:
```
58
C26H18Cl2N4O7Ti ωB97M-V with the def2-TZVPD basis set
Ti -0.7809 0.4486 -0.3495
Cl 1.7896 4.5521 -5.0545
C 1.6202 3.4711 -3.7049
C 0.3385 3.0989 -3.2999
C 0.1930 2.2238 -2.2378
N -0.9713 1.6431 -1.8125
C -1.9431 1.2157 -2.6989
O -2.5279 1.9053 -3.5412
C -2.0837 -0.2369 -2.5783
C -2.9944 -0.9964 -3.3125
C -2.9164 -2.3706 -3.3045
C -1.8331 -2.9730 -2.6191
C -0.9803 -2.1806 -1.8949
N -1.1197 -0.8501 -1.7790
C 1.3472 1.6663 -1.5835
C 2.6152 2.0913 -1.9954
C 2.7355 2.9735 -3.0581
Cl 4.3322 3.3920 -3.5989
N 1.0943 0.6865 -0.6943
C 2.1772 -0.0396 -0.1401
O 2.6240 -1.0546 -0.7076
C 2.6989 0.5084 1.0892
C 4.0342 0.2987 1.5079
C 4.4943 0.9333 2.6309
C 3.6092 1.7363 3.3810
C 2.3021 1.8418 2.9263
N 1.8463 1.2789 1.8319
H -0.5345 3.4559 -3.8287
H -3.7531 -0.4746 -3.8777
H -3.6406 -2.9853 -3.8199
H -1.6812 -4.0418 -2.6716
H -0.1175 -2.5953 -1.3761
H 3.5003 1.6915 -1.5238
H 4.6646 -0.3299 0.8944
H 5.5274 0.8355 2.9505
H 3.9368 2.2495 4.2766
H 1.5655 2.4074 3.4896
O -4.6595 -0.2191 1.0456
C -3.4443 -0.2102 0.8876
O -2.7990 0.3046 -0.0628
C -2.5837 -1.0176 1.9209
C -1.6996 -2.0266 1.1656
C -1.2119 -3.1122 2.1425
C -0.1672 -2.3280 2.9546
C -0.2294 -0.9479 2.2666
O -0.5050 -1.2921 0.9109
C -1.5083 -0.2060 2.6844
C -1.4241 1.3117 2.2765
O -1.8017 2.1308 3.1033
O -0.9203 1.5597 1.1447
H -3.2862 -1.5041 2.6039
H -2.1264 -2.4060 0.2323
H -0.7418 -3.9340 1.6023
H -2.0261 -3.5069 2.7479
H 0.8272 -2.7641 2.8522
H -0.4082 -2.2649 4.0137
H 0.6754 -0.3379 2.3245
H -1.6797 -0.2322 3.7648
```

***

Record 5
The following is a quantum chemistry calculation of the ion C5H15N3 with charge +1, from the Open Molecules 2025 dataset.

The value obtained for the energy above the lowest of the compared OMol25 structures with the same formula, charge and spin is 0.775 eV. As for the expectation value of S²: 0.7554. The net charge is +1. As for the highest occupied orbital energy (spin up / spin down): -12.9 / -12.8 eV. The multiplicity is 2. For the LUMO energy (spin up / spin down), the calculation gives -0.096 / -0.290 Eh.

XYZ file:
```
23
C5H15N3 ωB97M-V with the def2-TZVPD basis set
N 2.3467 -0.7950 2.1353
C 1.9744 -1.7535 1.1234
C 0.5385 -1.4001 0.6097
N 0.4676 0.0300 0.3076
C -1.9815 0.0747 -0.0891
C -0.6376 0.3341 -0.6805
C -0.5259 1.8209 -1.1752
N -1.3435 2.0186 -2.3384
H 3.0939 -1.1704 2.7082
H 2.5727 0.1131 1.7571
H 2.6779 -1.7856 0.2766
H 1.9562 -2.7640 1.5210
H 0.1820 -1.9458 -0.2623
H -0.1022 -1.6299 1.4593
H 0.2747 0.6668 1.0863
H -2.6759 0.4848 -0.8412
H -2.2329 0.6777 0.7959
H -2.3526 -0.9254 0.1211
H -0.4036 -0.3362 -1.5186
H -0.8231 2.4850 -0.3741
H 0.5074 2.0852 -1.3766
H -2.2348 2.4621 -2.2553
H -1.2785 1.2530 -2.9902
```

***

Record 6
The following is a quantum chemistry calculation of an isolated molecule of C6H8, from the Open Molecules 2025 dataset.

The value obtained for the energy above the lowest of the compared OMol25 structures with the same formula, charge and spin is 3.407 eV. As for the highest occupied orbital energy: -9.1 eV. The SMILES is C#C[C@@H]1C[C@@H]1C. For the LUMO energy, the calculation gives 0.037 Eh.

XYZ file:
```
14
C6H8 ωB97M-V with the def2-TZVPD basis set
C 2.8543 0.4281 -0.4044
C 1.7745 -0.0173 -0.1203
C 0.5455 -0.5414 0.2025
C -0.5800 -1.2543 -0.4674
C -0.8474 -0.0980 0.4802
C -1.4322 1.2004 0.0025
H 3.8782 0.4645 -0.1872
H 1.2871 -1.0117 1.0541
H -0.7838 -1.1121 -1.5273
H -0.7534 -2.2698 -0.1325
H -1.1719 -0.3824 1.4732
H -1.0769 1.4283 -1.0020
H -1.1709 2.0355 0.6594
H -2.5231 1.1302 -0.0307
```

***

Record 7
The following is a quantum chemistry calculation of an isolated molecule of C2H6N2S, from the Open Molecules 2025 dataset.

The value obtained for the energy above the lowest of the compared OMol25 structures with the same formula, charge and spin is 2.603 eV. As for the highest occupied orbital energy: -8.7 eV. The SMILES is CC(=S)NN. For the LUMO energy, the calculation gives 0.010 Eh.

XYZ file:
```
11
C2H6N2S ωB97M-V with the def2-TZVPD basis set
C 0.3742 1.6313 0.0170
C -0.2572 0.2575 0.1481
S -1.7739 -0.3595 -0.0138
N 0.7608 -0.7243 -0.0799
N 2.2567 -0.6836 -0.0564
H -0.4532 2.4098 0.1607
H 0.6777 1.9496 -1.0531
H 1.2028 1.8221 0.6942
H 0.2932 -1.5731 -0.0935
H 2.4530 0.3296 -0.5851
H 2.3844 -0.6631 1.0607
```

***

Record 8
The following is a quantum chemistry calculation of a cluster of 11 separate species, H22O11 in total, from the Open Molecules 2025 dataset.

The value obtained for the energy above the lowest of the compared OMol25 structures with the same formula, charge and spin is 2.502 eV. As for the highest occupied orbital energy: -11.1 eV. The SMILES is O.O.O.O.O.O.O.O.O.O.O. For the LUMO energy, the calculation gives 0.002 Eh.

XYZ file:
```
33
H22O11 ωB97M-V with the def2-TZVPD basis set
O 0.6722 -1.9276 4.6760
H 0.5684 -1.0364 4.3424
H -0.1554 -2.1161 5.1185
O -0.3107 2.1153 4.0132
H -0.9236 2.5942 4.5711
H -0.5147 2.4089 3.1253
O -2.6096 3.1047 -3.4835
H -2.1970 2.9962 -2.6266
H -3.0445 3.9559 -3.4344
O 2.5755 -2.3576 -3.2210
H 2.6412 -2.2212 -2.2758
H 3.4826 -2.3618 -3.5265
O -4.7604 -1.8435 -3.5616
H -4.8828 -2.7871 -3.6665
H -4.3545 -1.5616 -4.3813
O 0.9097 5.1402 1.0108
H 1.7078 4.6248 0.8944
H 1.1403 6.0142 0.6959
O -4.3248 -2.6110 0.6700
H -4.6362 -2.1026 -0.0789
H -3.4779 -2.9577 0.3892
O 3.1504 -0.9783 1.4365
H 2.4949 -0.9246 2.1319
H 3.9459 -1.2743 1.8790
O 4.3328 3.1288 -1.1750
H 5.1741 3.4108 -1.5341
H 4.4054 2.1764 -1.1132
O -0.7411 0.4999 -0.2428
H 0.0635 0.1662 0.1539
H -1.0047 -0.1819 -0.8608
O -0.1199 -4.1904 -0.0359
H 0.3896 -4.2148 0.7740
H 0.4037 -4.6881 -0.6639
```

***

Let's list F_max in order: 11.25; 4.77; 7.60; 2.43; 3.90; 3.63; 4.84; 0.37 eV/A.